# 1
The following is a DFT calculation (ωB97M-V with the def2-TZVPD basis set) of a cluster of 2 separate species, C4H12N2 in total at a distorted geometry.

As for the LUMO energy: 0.994 eV. The calculation puts the orbital gap at 8.8435 eV. As for the SMILES: C=CN.CNC. Its energy above the lowest of the compared OMol25 structures with the same formula, charge and spin is 34.5 kcal/mol. As for the charge: 0.

Each line ends with the natural charge from an NBO analysis.
CARTESIAN COORDINATES (ANGSTROEM)
C: 2.472 -2.551 1.504  -0.55
C: 1.870 -1.628 0.771  0.02
N: 1.648 -0.324 1.138  -0.83
H: 2.995 -2.421 2.449  0.19
H: 2.642 -3.572 1.168  0.20
H: 1.393 -1.875 -0.172  0.19
H: 1.974 -0.014 2.036  0.38
H: 0.913 0.228 0.728  0.40
C: -0.651 1.046 -1.782  -0.42
N: -1.159 1.453 -0.462  -0.65
C: -2.562 1.156 -0.227  -0.41
H: 0.361 0.646 -1.694  0.19
H: -1.316 0.289 -2.209  0.19
H: -0.668 1.893 -2.465  0.18
H: -1.024 2.448 -0.351  0.36
H: -3.157 1.080 -1.140  0.17
H: -3.045 1.919 0.380  0.20
H: -2.685 0.227 0.329  0.19

Atomic forces in eV per Å
1.16 -1.36 0.29
-0.97 0.29 0.17
0.38 0.49 0.01
-0.37 0.68 0.02
-0.36 0.32 -0.44
0.19 -0.15 -0.03
-0.07 -0.05 0.03
-0.10 -0.16 -0.07
-0.42 0.08 0.39
0.17 0.17 0.02
-0.37 -0.22 0.17
-0.06 0.02 -0.19
0.23 -0.08 0.10
0.21 0.03 -0.27
0.12 -0.09 -0.01
0.03 0.00 -0.18
0.17 0.20 0.09
0.07 -0.18 -0.10


# 2
The following is a DFT calculation (ωB97M-V with the def2-TZVPD basis set) of a cluster of 2 separate species, C3H11N2 in total at a distorted geometry.

As for the LUMO energy: -9.170 eV. The calculation puts the orbital gap at 5.6930 eV. Its energy above the lowest of the compared OMol25 structures with the same formula, charge and spin is 177.8 kcal/mol. As for the charge: +1.

Each line ends with the natural charge from an NBO analysis.
CARTESIAN COORDINATES (ANGSTROEM)
N: -1.642 -1.006 1.039  -0.66
C: -1.347 -2.386 1.048  -0.04
C: -2.671 -3.201 0.943  -0.61
C: -0.336 -2.939 2.029  -0.33
N: -0.022 -4.242 1.445  -0.04
H: 8.718 18.891 -8.947  0.00
H: -1.224 -0.628 0.057  0.41
H: -1.212 -0.284 1.718  0.42
H: -0.781 -2.680 0.124  0.21
H: -3.336 -2.910 0.041  0.26
H: -3.277 -2.953 1.805  0.24
H: -2.371 -4.267 0.752  0.24
H: 0.517 -2.263 1.980  0.23
H: -0.758 -3.106 3.091  0.31
H: 8.759 18.419 -8.434  0.00
H: 0.983 -4.446 1.309  0.37

Atomic forces in eV per Å
3.96 3.21 -2.26
-2.01 -1.23 -2.65
-0.23 -0.44 -1.62
1.75 -2.35 1.79
-1.21 2.15 1.34
-0.11 1.22 -1.32
-1.81 -0.73 2.81
-1.06 -1.95 -0.74
-0.73 0.52 -0.46
1.53 -0.10 1.32
-0.07 -0.60 0.41
-0.68 0.85 0.74
0.20 -0.08 0.76
0.35 0.12 -1.28
0.11 -1.22 1.32
0.02 0.65 -0.15